Entry 1:
Formula: C14H17N3
Source: OMol25
Level of theory: ωB97M-V/def2-TZVPD

The geometry in ORCA input format:
```
! wB97M-V def2-TZVPD RIJCOSX def2/J DEFGRID3
* xyz 0 1
C 0.58013 -4.28434 -2.97666
C 1.22521 -2.89397 -0.96396
C 1.41680 -4.09595 -1.76002
C 1.87625 -3.12961 0.26486
C 2.11356 -4.96108 -0.98572
C 0.73160 -0.69949 -0.18836
C 1.45902 -0.92566 0.99076
C 0.69975 -1.62490 -1.22235
C 2.03258 -2.15097 1.23901
N 2.41994 -4.40768 0.24113
H 0.33267 0.28195 -0.41055
H 1.54009 -0.13750 1.72468
H 0.33577 -1.34921 -2.20001
H 2.56215 -2.33208 2.16253
H -0.34793 -3.70826 -2.93856
H 0.31024 -5.31303 -3.22435
H 2.42239 -5.96696 -1.22547
H 3.11958 -4.79038 0.83490
H 1.02057 -3.89975 -3.90846
C -0.79215 3.22189 -0.06828
C -1.61559 3.84606 -1.22142
C -1.44247 3.50167 1.28234
C -1.67170 4.71695 1.86172
C -2.59103 3.03763 3.01396
N -1.99493 2.48513 1.98735
N -2.49618 4.40137 2.94662
H -0.81615 2.14665 -0.20350
H 0.21013 3.64176 -0.02916
H -2.25261 4.64131 -0.82842
H -1.23445 5.69574 1.79824
H -3.17730 2.60053 3.80012
H -2.60991 4.98735 3.76439
H -2.40387 3.18708 -1.58880
H -0.96218 4.27778 -1.96855
*
```

Computed properties:
HOMO energy: -7.70 eV
Frontier orbital gap: 8.64 eV
SMILES: Cc1c[nH]c2ccccc12.CCc1c[nH]cn1

And the Mulliken charges, in e, turn out to be:
1 C -1.285
2 C 0.997
3 C 0.378
4 C -0.391
5 C -0.629
6 C -0.103
7 C -0.325
8 C -0.538
9 C -0.863
10 N -0.037
11 H 0.158
12 H 0.376
13 H 0.377
14 H 0.368
15 H 0.340
16 H 0.341
17 H 0.399
18 H 0.200
19 H 0.290
20 C -0.165
21 C -1.205
22 C 0.546
23 C -0.793
24 C -0.244
25 N -0.577
26 N -0.112
27 H -0.050
28 H 0.461
29 H 0.327
30 H 0.405
31 H 0.413
32 H 0.248
33 H 0.367
34 H 0.326

---

Entry 2:
Formula: BrClH4Si2
Source: OMol25
Level of theory: ωB97M-V/def2-TZVPD

The geometry in ORCA input format:
```
! wB97M-V def2-TZVPD RIJCOSX def2/J DEFGRID3
* xyz 0 3
Si 0.23329 1.37815 0.32346
Si 0.57594 -2.40766 -0.79402
Cl -0.30559 2.82597 -0.90961
Br -1.54133 -2.83890 -1.36347
H -0.78573 0.26931 0.73915
H 1.23188 0.49268 -0.21177
H 0.52895 1.87268 1.67077
H 0.06259 -1.59223 0.54549
*
```

Computed properties:
HOMO energy (alpha / beta): -7.12 / -10.79 eV
Frontier orbital gap (alpha / beta): 7.68 / 7.85 eV

And the Mulliken charges, in e, turn out to be:
1 Si 0.631
2 Si 0.109
3 Cl -0.190
4 Br -0.135
5 H -0.131
6 H -0.181
7 H -0.102
8 H -0.001

---

Entry 3:
Formula: CH6N2OS
Source: OMol25
Level of theory: ωB97M-V/def2-TZVPD

The geometry in ORCA input format:
```
! wB97M-V def2-TZVPD RIJCOSX def2/J DEFGRID3
* xyz 0 1
C 0.16340 0.18966 -1.92788
N 0.05860 -1.58754 1.63219
N -0.94643 0.44891 -1.32032
O 0.62223 0.89681 1.24266
S -0.54312 -0.22973 1.65049
H 0.42126 -0.88296 -1.95326
H 0.87452 0.71658 -2.50485
H 0.19355 -1.80549 2.59119
H 1.37389 0.70856 1.74684
H -1.06699 1.48472 -1.48657
H -1.15091 0.06050 0.32950
*
```

Computed properties:
HOMO energy: -8.63 eV
Frontier orbital gap: 9.39 eV

And the Mulliken charges, in e, turn out to be:
1 C -0.213
2 N -0.554
3 N -0.538
4 O -0.497
5 S 0.160
6 H 0.236
7 H 0.277
8 H 0.256
9 H 0.315
10 H 0.224
11 H 0.334

---

Entry 4:
Formula: C10H11F3LiNO5
Source: OMol25
Level of theory: ωB97M-V/def2-TZVPD

The geometry in ORCA input format:
```
! wB97M-V def2-TZVPD RIJCOSX def2/J DEFGRID3
* xyz -2 1
Li 0.71535 -0.54519 -0.08547
C 2.89210 -2.14181 -0.95657
O 3.54699 -2.05000 0.08471
O 3.43416 -2.52336 -1.93908
O 1.64095 -2.03909 -0.98533
C 1.87059 1.57955 0.84161
O 1.00944 1.51500 -0.28239
O 1.80585 0.31916 1.53436
C 3.24666 2.28932 0.43049
F 2.98807 3.45895 -0.25472
F 4.00079 2.56895 1.46415
F 4.08377 1.59671 -0.40474
C -0.27165 2.08895 -0.08387
C -0.68589 2.35784 -1.52037
H -0.66967 1.46678 -2.14794
H -1.71646 2.71196 -1.54565
H -0.18930 3.24716 -1.90844
H -0.38956 2.98232 0.52940
H -0.95933 1.39871 0.40476
H 1.54442 2.24273 1.64280
N -1.25505 -1.06487 0.37477
C -2.10929 -1.19925 -0.66548
C -3.22525 -2.06138 -0.62081
C -3.49950 -2.82635 0.51907
C -2.67213 -2.63049 1.61689
C -1.54362 -1.84255 1.48645
H -1.72863 -0.62297 -1.49578
H -3.85957 -1.84395 -1.46743
H -4.35995 -3.47893 0.53196
H -2.78766 -3.09926 2.58297
H -0.85672 -1.85475 2.31976
*
```

Computed properties:
HOMO energy: 2.35 eV
Frontier orbital gap: 2.06 eV

And the Mulliken charges, in e, turn out to be:
1 Li 0.940
2 C 0.567
3 O -0.775
4 O -0.776
5 O -0.883
6 C 0.021
7 O -0.394
8 O -0.875
9 C 0.752
10 F -0.304
11 F -0.268
12 F -0.274
13 C 0.037
14 C -1.312
15 H 0.221
16 H 0.458
17 H 0.343
18 H 0.365
19 H 0.161
20 H 0.149
21 N -0.174
22 C 0.019
23 C -0.664
24 C -0.226
25 C -0.510
26 C -0.319
27 H 0.287
28 H 0.292
29 H 0.357
30 H 0.344
31 H 0.442